Molecular formula: C20H27F3N4O
Method: DFT, wB97M-V/def2-TZVPD

ΔE to the lowest compared entry with this formula, charge and spin: 512.3 kcal/mol
LUMO: 0.0155 Eh
frontier orbital gap: 0.321 Eh

XYZ file:
```
55
Properties=species:S:1:pos:R:3:forces:R:3:mulliken_charge:R:1
C 2.202 0.485 -2.613 4.5 0.3 0.5 -1.9215
H 2.986 1.300 -2.504 -1.3 -0.4 0.3 0.3281
H 2.891 -0.330 -2.879 -0.4 -0.6 0.6 0.3534
C 1.222 0.259 -1.574 -1.0 -0.3 5.5 2.1670
C 0.330 -1.125 -1.956 0.3 7.4 5.0 -1.4733
N 1.012 -2.273 -1.870 1.6 -2.8 -1.8 -0.0642
C 1.826 -2.613 -0.618 8.4 1.7 -15.0 -0.1212
C 1.242 -2.278 0.421 -8.7 3.5 14.7 0.0859
N -0.035 -2.466 0.764 2.1 -0.5 1.6 -0.2365
C -0.018 -2.080 2.134 -1.1 0.8 -1.8 0.7059
N 1.025 -1.400 2.611 -1.0 -3.5 -3.6 -0.6265
O 1.854 -1.668 1.455 2.9 1.3 0.0 -0.2461
C -1.323 -2.116 2.762 0.5 8.3 5.2 -1.3065
C -2.071 -0.696 2.283 1.2 -11.5 -8.4 -0.1809
C -2.192 0.431 2.751 3.0 4.2 12.3 0.2465
C -2.868 1.487 2.378 -1.5 2.2 -5.8 -1.0886
C -3.281 1.217 1.031 -2.9 11.7 1.9 0.2069
C -3.259 0.094 0.423 -2.1 0.6 -7.5 -0.0795
C -2.518 -0.826 0.907 1.7 -5.6 4.7 0.0031
H -2.576 -1.836 0.582 0.5 -0.6 -1.0 0.5818
C -3.853 -0.027 -1.121 -5.9 12.4 13.0 0.7869
F -3.328 -0.898 -1.585 6.8 -12.1 -9.1 -0.1286
F -3.733 1.206 -1.718 -0.5 -1.6 -0.7 -0.2711
F -5.178 -0.298 -0.811 -0.2 0.3 -1.7 -0.3104
H -3.782 2.383 0.233 1.4 -3.7 2.8 0.0341
H -2.781 2.494 2.745 -0.3 -0.1 0.4 0.4194
H -1.750 0.386 3.863 -0.7 0.9 -1.8 -0.0816
H -1.111 -1.587 3.897 -0.4 -2.4 -2.4 0.2904
H -1.981 -2.900 2.861 -1.0 -1.9 -0.3 0.5118
H 2.286 -3.562 -0.805 0.0 -0.6 0.4 0.5111
H 2.815 -1.737 -0.856 -2.5 -2.8 1.2 0.2091
C 0.154 -3.315 -2.380 1.8 -2.7 8.0 -1.0669
H 0.816 -4.140 -2.423 0.2 -1.4 -1.0 0.3356
H -0.559 -3.633 -1.479 0.7 0.6 -1.9 0.2397
H -0.393 -3.106 -3.157 -2.5 1.3 -4.5 0.4890
H -0.179 -0.612 -2.716 -0.4 -1.1 -2.8 0.6983
H -0.433 -1.026 -1.186 -0.7 -0.3 0.6 0.4058
H 1.723 0.165 -0.353 -1.1 -0.2 -3.8 -0.5480
C 0.230 1.571 -1.337 2.3 0.1 -1.5 -1.2400
N 0.455 2.578 -0.194 3.4 -2.9 -1.4 -0.0691
C 1.869 3.152 -0.262 -5.6 7.5 -7.9 -0.6407
C 2.731 2.590 0.644 6.7 -3.1 -9.5 -0.7680
H 3.519 3.173 0.809 3.0 2.2 1.8 0.6595
H 3.333 1.627 -0.172 -1.1 2.5 2.0 -0.0373
C 1.966 1.921 1.464 7.7 -7.6 13.0 0.0216
H 2.559 0.776 1.715 -1.9 2.7 -0.7 0.0480
H 2.259 2.311 2.507 -1.6 -0.3 -0.8 0.3370
C 0.731 1.751 1.095 -10.3 9.6 -0.8 -0.0696
H 0.155 1.006 0.976 -3.3 -6.3 0.0 0.1096
H -0.118 2.623 1.756 2.4 -2.9 -0.8 -0.1037
H 2.085 3.406 -1.517 0.1 -1.4 3.5 0.2270
H 1.619 4.261 -0.042 0.7 -1.3 0.3 0.3685
H 0.402 2.167 -2.379 -1.4 -1.2 2.4 0.5471
H -0.706 1.101 -1.054 -0.8 0.4 -0.8 0.1540
H 1.727 0.630 -3.502 -1.6 0.8 -2.7 0.5976
```
Positions in Å, forces in eV/Å.